DFT (wB97M-V/def2-TZVPD) results for a single C4H7N3O molecule at a distorted geometry.

Spin multiplicity = 1
Lowest unoccupied orbital energy = 0.0302 Ha
Net charge = 0
Orbital gap = 0.3427 hartree
Energy above the lowest of the compared OMol25 structures with the same formula, charge and spin = 379.0 kJ/mol
DFT total energy = -10775.8189 eV
SMILES string = C[C@]1(/C(N)=N/O)C=N1

XYZ file:
```
15
C4H7N3O, DFT wB97M-V/def2-TZVPD
C -1.728 -0.835 0.379
N 1.553 0.896 0.009
C 0.621 0.046 -0.344
C -0.695 0.261 0.332
N 0.775 -0.991 -1.218
C -0.654 1.364 1.276
O 2.693 0.735 -0.805
N -1.294 1.651 0.243
H 3.079 1.632 -0.807
H 0.245 -1.836 -1.064
H 1.751 -1.092 -1.483
H -0.365 1.519 2.315
H -2.177 -0.970 -0.610
H -2.524 -0.596 1.093
H -1.279 -1.785 0.683
```

DFT (wB97M-V/def2-TZVPD) results for 2 unconnected molecules or ions with the total composition C5H7N3O at a distorted geometry.

Spin multiplicity = 3
Lowest unoccupied orbital energy (spin up / spin down) = 0.0270 / -0.1136 Ha
Net charge = 0
Orbital gap (spin up / spin down) = 0.2489 / 0.1876 hartree
<S²> = 2.020
Energy above the lowest of the compared OMol25 structures with the same formula, charge and spin = 158.6 kJ/mol
DFT total energy = -11809.0642 eV

XYZ file:
```
16
C5H7N3O, DFT wB97M-V/def2-TZVPD
C -0.492 0.917 2.299
C -0.662 2.041 1.520
C -0.004 0.393 0.373
C 0.196 -0.111 -2.315
C 0.780 -2.082 -0.796
N -0.001 -0.125 1.570
N -0.397 1.691 0.245
N 0.571 -0.717 -1.181
O 0.266 -0.486 -3.439
H -0.456 1.028 3.355
H -0.784 3.013 1.888
H 0.037 1.012 -2.095
H 1.670 -2.243 -0.002
H -0.201 -2.610 -0.397
H 1.294 -2.452 -1.690
H -0.676 2.289 -0.481
```

DFT (wB97M-V/def2-TZVPD) results for a single C4H10N2O2 molecule.

Spin multiplicity = 1
Lowest unoccupied orbital energy = 0.0118 Ha
Net charge = 0
Orbital gap = 0.2979 hartree
Energy above the lowest of the compared OMol25 structures with the same formula, charge and spin = 460.2 kJ/mol
DFT total energy = -11382.1336 eV

XYZ file:
```
18
C4H10N2O2, DFT wB97M-V/def2-TZVPD
C 0.342 0.982 -1.362
C -2.198 0.113 0.473
C 1.201 -1.092 1.491
C 0.172 -0.179 -0.482
N 1.350 1.791 -1.246
O -0.874 0.590 0.525
O 1.330 -0.263 0.343
N -0.280 -1.194 -1.212
H -0.385 1.120 -2.149
H 2.001 1.608 -0.488
H 1.490 2.587 -1.850
H -0.043 -2.091 -0.795
H -2.303 -0.635 -0.327
H -2.468 -0.369 1.422
H -2.895 0.940 0.296
H 2.153 -1.041 2.018
H 0.396 -0.732 2.134
H 1.011 -2.135 1.214
```

DFT (wB97M-V/def2-TZVPD) results for a molecular structure, H18O9 at a distorted geometry.

Spin multiplicity = 1
Lowest unoccupied orbital energy = -0.0447 Ha
Net charge = 0
Orbital gap = 0.2508 hartree
Energy above the lowest of the compared OMol25 structures with the same formula, charge and spin = 2083.7 kJ/mol
DFT total energy = -18700.5395 eV

XYZ file:
```
27
H18O9, DFT wB97M-V/def2-TZVPD
O 7.934 1.879 22.848
H 7.213 1.921 22.219
H 7.899 2.717 23.309
O 5.106 1.382 20.473
H 4.348 0.866 20.748
H 5.291 1.081 19.584
O 5.005 -0.917 22.466
H 4.144 -0.667 22.132
H 5.147 -0.343 23.219
O 6.035 1.967 22.059
H 5.553 2.639 22.542
H 5.471 1.756 21.315
O 8.460 0.297 20.985
H 7.687 -0.126 21.358
H 8.698 0.969 21.624
O 6.728 -0.180 21.641
H 6.379 0.686 21.852
H 6.118 -0.792 22.053
O 7.029 -1.264 20.017
H 7.891 -1.020 19.680
H 6.808 -0.568 20.636
O 4.671 -2.575 21.606
H 5.375 -3.217 21.695
H 4.892 -1.888 22.234
O 6.868 -2.383 22.571
H 7.218 -3.023 23.191
H 6.219 -1.892 23.075
```

DFT (wB97M-V/def2-TZVPD) results for a single C4H7ClO molecule at a distorted geometry.

Spin multiplicity = 1
Lowest unoccupied orbital energy = 0.0289 Ha
Net charge = 0
Orbital gap = 0.4068 hartree
Energy above the lowest of the compared OMol25 structures with the same formula, charge and spin = 179.1 kJ/mol
DFT total energy = -18829.6725 eV
SMILES string = C=C(CO)CCl

XYZ file:
```
13
C4H7ClO, DFT wB97M-V/def2-TZVPD
C 0.313 0.025 -1.220
C -0.208 -0.243 0.196
C -0.271 -1.489 0.427
C -0.450 0.912 1.179
H 2.060 0.137 -0.585
H 0.233 -0.763 -2.015
H -0.459 0.756 -1.502
H 0.038 -2.232 -0.312
H -0.567 -1.944 1.336
H -0.864 0.785 2.244
H 0.430 1.601 1.177
O 1.552 0.638 -1.234
Cl -1.807 1.817 0.309
```

DFT (wB97M-V/def2-TZVPD) results for a molecular structure, C3H6N3 at a distorted geometry.

Spin multiplicity = 1
Lowest unoccupied orbital energy (spin up / spin down) = -0.2297 / -0.2297 Ha
Net charge = +1
Orbital gap (spin up / spin down) = 0.2678 / 0.2679 hartree
Energy above the lowest of the compared OMol25 structures with the same formula, charge and spin = 692.9 kJ/mol
DFT total energy = -7664.1949 eV

XYZ file:
```
12
C3H6N3, DFT wB97M-V/def2-TZVPD
C 0.760 1.722 0.767
C 1.525 0.441 1.034
C -1.700 -0.553 -1.295
N -0.441 1.336 0.129
N 0.680 -0.513 0.464
N -0.369 0.094 -0.033
H 2.666 0.347 0.788
H 1.610 0.511 2.101
H -2.408 0.249 -1.427
H -0.966 -0.546 -2.059
H -1.998 -1.484 -1.042
H 0.641 -1.605 0.573
```

DFT (wB97M-V/def2-TZVPD) results for a molecular structure, C33H28N4Sb2Se4Ti at a distorted geometry.

Spin multiplicity = 2
Lowest unoccupied orbital energy (spin up / spin down) = 0.0393 / 0.0379 Ha
Net charge = -1
Orbital gap (spin up / spin down) = 0.1526 / 0.1511 hartree
<S²> = 0.765
Energy above the lowest of the compared OMol25 structures with the same formula, charge and spin = 226.7 kJ/mol
DFT total energy = -338213.0229 eV

XYZ file:
```
72
C33H28N4Sb2Se4Ti, DFT wB97M-V/def2-TZVPD
Ti 0.073 0.119 0.161
C 1.069 2.719 -2.146
C -0.354 2.287 -1.970
C -1.291 2.567 -2.945
C -2.623 2.202 -2.764
C -2.984 1.651 -1.544
C -2.005 1.381 -0.605
N -0.697 1.637 -0.835
Sb -2.715 0.972 1.422
C -1.309 2.367 2.346
C -1.604 2.832 3.615
C -0.686 3.675 4.224
C 0.475 3.988 3.545
C 0.690 3.469 2.268
C 1.994 3.707 1.588
N -0.223 2.698 1.666
C -1.741 -0.976 1.890
C -2.276 -1.646 2.976
C -1.680 -2.825 3.406
C -0.517 -3.239 2.776
C -0.026 -2.526 1.690
C 1.288 -2.905 1.078
N -0.678 -1.444 1.221
H 1.111 3.695 -2.625
H 1.616 2.012 -2.774
H 1.574 2.775 -1.180
H -0.973 3.061 -3.850
H -3.354 2.375 -3.537
H -4.020 1.421 -1.318
H -2.509 2.503 4.113
H -0.842 4.042 5.226
H 1.250 4.572 4.015
H 2.085 4.745 1.270
H 2.100 3.046 0.726
H 2.807 3.509 2.295
H -3.137 -1.224 3.481
H -2.088 -3.391 4.230
H 0.050 -4.081 3.136
H 1.258 -3.928 0.697
H 2.060 -2.858 1.858
H 1.579 -2.220 0.261
C 4.133 0.468 -1.514
C 3.945 -0.109 -2.762
C 2.731 -0.685 -3.076
C 1.680 -0.720 -2.142
C 1.817 -0.036 -0.916
C 3.063 0.533 -0.640
C 0.477 -1.506 -2.377
C 0.505 -2.518 -3.351
C -0.578 -3.318 -3.561
C -1.727 -3.123 -2.765
C -2.856 -3.943 -2.899
C -3.972 -3.749 -2.117
C -3.979 -2.711 -1.193
C -2.874 -1.900 -1.039
C -1.701 -2.082 -1.791
N -0.604 -1.291 -1.591
H 5.085 0.889 -1.223
H 4.745 -0.112 -3.491
H 2.599 -1.095 -4.071
H 3.235 1.050 0.301
H 1.410 -2.672 -3.913
H -0.573 -4.097 -4.310
H -2.814 -4.741 -3.627
H -4.827 -4.405 -2.209
H -4.852 -2.541 -0.579
H -2.930 -1.110 -0.303
Se 3.761 -1.668 4.512
Sb 3.237 0.538 3.633
Se 1.357 0.242 1.949
Se 2.556 2.092 5.383
Se 5.202 1.564 2.599
```

DFT (wB97M-V/def2-TZVPD) results for a single C6H15N2O4P molecule at a distorted geometry.

Spin multiplicity = 1
Lowest unoccupied orbital energy = 0.0272 Ha
Net charge = 0
Orbital gap = 0.3123 hartree
Energy above the lowest of the compared OMol25 structures with the same formula, charge and spin = 102.4 kJ/mol
DFT total energy = -26921.5874 eV
SMILES string = COC(N/C=N\P(OC)OC)OC

XYZ file:
```
28
C6H15N2O4P, DFT wB97M-V/def2-TZVPD
C -1.230 -1.969 -0.151
C 2.098 -0.851 -0.720
C 0.400 1.505 1.833
C -3.530 1.551 -0.888
C 0.835 1.482 -2.262
C 0.586 -0.742 1.188
N -1.706 -1.046 -0.855
N -0.185 -1.877 0.834
O 1.258 -0.033 0.111
O -0.209 0.165 1.835
O -2.303 1.228 -1.558
O -0.081 0.328 -2.104
P -1.074 0.529 -0.784
H -1.582 -3.028 -0.379
H -0.285 -2.654 1.475
H 3.008 -0.211 -0.677
H 1.766 -1.041 -1.705
H 2.302 -1.728 -0.020
H 1.429 1.436 1.923
H -0.074 2.163 2.675
H 0.078 2.004 0.921
H -4.423 0.829 -0.985
H -3.856 2.529 -1.233
H -3.364 1.714 0.132
H 0.279 2.185 -2.760
H 1.577 1.009 -2.885
H 1.102 1.740 -1.297
H 1.284 -1.185 1.839
```

DFT (wB97M-V/def2-TZVPD) results for 4 unconnected molecules or ions with the total composition C3H9NS2 at a distorted geometry.

Spin multiplicity = 1
Lowest unoccupied orbital energy = -0.1539 Ha
Net charge = 0
Orbital gap = 0.1239 hartree
Energy above the lowest of the compared OMol25 structures with the same formula, charge and spin = 1181.4 kJ/mol
DFT total energy = -26405.4327 eV

XYZ file:
```
15
C3H9NS2, DFT wB97M-V/def2-TZVPD
N 0.615 1.008 -1.296
C -0.412 0.574 -0.450
C -0.710 -0.822 0.239
C -0.122 0.469 1.003
S -3.680 -0.134 0.908
S 2.572 -0.674 -0.044
H 3.906 -0.774 0.014
H 1.413 0.236 -1.329
H -1.338 0.997 -0.838
H -0.567 -1.552 -1.282
H -1.843 -0.828 0.335
H -0.563 -1.638 0.971
H -0.869 1.029 1.547
H 0.805 0.108 1.465
H 0.793 2.001 -1.244
```

DFT (wB97M-V/def2-TZVPD) results for a molecular structure, C31H28F5N3O2PS4TeTi.

Spin multiplicity = 1
Lowest unoccupied orbital energy = -0.1364 Ha
Net charge = +1
Orbital gap = 0.2161 hartree
Energy above the lowest of the compared OMol25 structures with the same formula, charge and spin = 0.0 kJ/mol
DFT total energy = -137788.4504 eV

XYZ file:
```
76
C31H28F5N3O2PS4TeTi, DFT wB97M-V/def2-TZVPD
Ti 0.599 2.018 1.316
O -1.401 -0.111 3.317
N -2.061 0.881 2.654
C -3.004 0.539 1.863
C -3.256 -0.873 1.552
C -4.505 -1.418 1.825
C -4.725 -2.766 1.585
C -3.703 -3.544 1.064
C -2.471 -2.983 0.752
C -2.225 -1.635 0.980
P -0.656 -0.844 0.383
C 0.534 -2.201 0.645
C 1.055 -2.362 1.929
C 1.914 -3.409 2.215
C 2.274 -4.304 1.216
C 1.767 -4.148 -0.066
C 0.897 -3.104 -0.351
C -0.946 -0.845 -1.426
C 0.126 -0.502 -2.251
C -0.054 -0.346 -3.616
C -1.312 -0.522 -4.178
C -2.383 -0.866 -3.369
C -2.204 -1.024 -2.000
H -1.020 0.346 4.094
H -3.547 1.357 1.407
H -5.288 -0.800 2.247
H -5.687 -3.206 1.812
H -3.868 -4.599 0.884
H -1.697 -3.601 0.316
H 0.782 -1.667 2.714
H 2.307 -3.523 3.217
H 2.947 -5.122 1.437
H 2.043 -4.842 -0.849
H 0.510 -3.001 -1.355
H 1.123 -0.389 -1.837
H 0.792 -0.091 -4.239
H -1.451 -0.402 -5.245
H -3.364 -1.020 -3.800
H -3.059 -1.281 -1.389
O 5.182 4.905 2.474
C 4.441 4.003 2.252
S 4.107 3.376 0.608
C 3.035 2.097 1.099
C 2.766 1.982 2.447
S 1.566 0.918 3.100
S 3.521 3.133 3.514
S 2.209 1.216 -0.144
F -0.968 2.285 4.039
C -1.319 2.158 2.695
F 0.766 3.757 1.574
C -2.287 3.331 2.473
F -2.739 3.376 1.200
F -3.377 3.224 3.272
F -1.675 4.472 2.750
N -2.193 3.929 -4.097
C -1.685 3.507 -2.921
C -0.466 4.000 -2.428
C 0.030 3.521 -1.245
N -0.587 2.582 -0.497
C -1.758 2.131 -0.969
C -2.338 2.542 -2.139
H -1.757 4.675 -4.607
H -3.102 3.630 -4.401
H 0.092 4.748 -2.974
H 0.973 3.895 -0.873
H -2.262 1.388 -0.370
H -3.279 2.111 -2.452
C 4.973 -1.605 0.366
Te 4.378 -1.350 -1.658
C 5.552 -2.995 -2.324
H 4.712 -2.608 0.693
H 4.433 -0.878 0.971
H 6.042 -1.434 0.458
H 6.604 -2.808 -2.126
H 5.402 -3.102 -3.396
H 5.225 -3.899 -1.818
```

DFT (wB97M-V/def2-TZVPD) results for a molecular structure, C51H37IrN5OPS2 at a distorted geometry.

Spin multiplicity = 1
Lowest unoccupied orbital energy (spin up / spin down) = -0.2626 / -0.2626 Ha
Net charge = +2
Orbital gap (spin up / spin down) = 0.1603 / 0.1602 hartree
Energy above the lowest of the compared OMol25 structures with the same formula, charge and spin = 539.6 kJ/mol
DFT total energy = -96765.5928 eV

XYZ file:
```
98
C51H37IrN5OPS2, DFT wB97M-V/def2-TZVPD
Ir -0.719 0.391 -0.086
O -1.933 2.881 -0.224
N -1.956 1.828 0.675
C -2.490 2.097 1.819
C -2.745 1.227 2.930
C -3.517 1.772 3.973
C -3.929 1.005 5.040
C -3.596 -0.343 5.089
C -2.807 -0.890 4.095
C -2.345 -0.117 3.031
P -1.194 -0.939 1.876
C -2.257 -2.342 1.401
C -3.297 -1.998 0.536
C -4.208 -2.949 0.123
C -4.084 -4.256 0.574
C -3.063 -4.597 1.447
C -2.146 -3.647 1.865
C 0.083 -1.580 3.019
C 0.939 -2.602 2.612
C 1.891 -3.112 3.474
C 2.017 -2.595 4.753
C 1.196 -1.552 5.154
C 0.245 -1.033 4.293
H -2.335 3.682 0.171
H -2.869 3.113 1.964
H -3.798 2.814 3.931
H -4.518 1.447 5.826
H -3.942 -0.960 5.902
H -2.528 -1.932 4.145
H -3.385 -0.966 0.208
H -5.013 -2.679 -0.545
H -4.791 -5.004 0.253
H -2.980 -5.611 1.808
H -1.355 -3.921 2.548
H 0.856 -3.018 1.624
H 2.534 -3.915 3.143
H 2.752 -2.998 5.431
H 1.292 -1.139 6.146
H -0.382 -0.219 4.628
C 4.046 2.388 2.530
C 2.928 1.635 2.883
C 1.917 1.436 1.976
C 2.013 1.963 0.671
C 3.152 2.729 0.326
C 4.145 2.937 1.253
N 1.027 1.698 -0.209
N 1.229 1.979 -1.518
C -0.752 2.080 -2.810
C -1.650 2.656 -3.786
C -2.760 1.993 -4.185
C -3.177 0.784 -3.563
C -2.475 0.231 -2.546
C -1.210 0.795 -2.110
H 4.841 2.534 3.243
H 2.856 1.203 3.869
H 1.046 0.843 2.226
H 3.218 3.138 -0.672
H 5.011 3.525 0.989
H -1.436 3.651 -4.144
H -3.389 2.408 -4.955
H -4.102 0.332 -3.888
H -2.835 -0.663 -2.054
S 0.368 -5.236 0.324
C 1.119 -6.771 0.272
C 2.255 -6.765 -0.477
C 2.540 -5.503 -1.020
C 1.617 -4.542 -0.680
C 1.608 -3.154 -1.065
C 0.580 -2.284 -0.670
N 0.536 -0.996 -1.012
C 1.449 -0.528 -1.876
C 2.502 -1.324 -2.366
C 3.386 -0.824 -3.367
C 3.211 0.406 -3.933
C 2.189 1.268 -3.527
C 2.045 2.582 -3.968
C 1.170 3.475 -3.368
C 0.370 2.937 -2.195
N -0.128 0.771 -3.039
C 1.207 0.824 -2.470
C 1.003 4.801 -3.813
C 0.237 5.827 -3.267
C 0.304 7.010 -4.000
C 1.104 6.904 -5.109
S 1.801 5.361 -5.275
C 2.606 -2.630 -1.884
H 0.677 -7.594 0.798
H 2.869 -7.632 -0.637
H 3.393 -5.323 -1.647
H -0.256 -2.653 -0.091
H 4.181 -1.470 -3.700
H 3.897 0.752 -4.690
H 2.669 2.926 -4.780
H 0.033 3.705 -1.504
H -0.349 5.726 -2.373
H -0.216 7.912 -3.733
H 1.320 7.661 -5.837
H 3.437 -3.236 -2.202
```

DFT (wB97M-V/def2-TZVPD) results for a molecular structure, C19H17FeN2O3S at a distorted geometry.

Spin multiplicity = 5
Lowest unoccupied orbital energy (spin up / spin down) = -0.0986 / -0.2573 Ha
Net charge = +1
Orbital gap (spin up / spin down) = 0.2279 / 0.1461 hartree
<S²> = 6.064
DFT total energy = -74311.7378 eV

XYZ file:
```
43
C19H17FeN2O3S, DFT wB97M-V/def2-TZVPD
O 1.162 2.859 -0.204
C 0.201 3.308 -0.684
Fe -1.365 3.647 -1.524
C -2.369 3.813 -0.051
O -3.044 3.650 0.883
C -1.174 5.340 -1.769
O -1.107 6.436 -1.386
C -1.160 -0.796 -1.916
C -0.403 0.434 -2.588
C -1.171 1.696 -2.921
C -2.438 1.928 -2.393
C -2.995 0.910 -1.514
C -2.551 -0.373 -1.491
H -1.333 -1.420 -2.819
H 0.332 0.712 -1.822
H 0.172 0.072 -3.453
H -0.688 2.351 -3.678
H -3.132 2.625 -2.913
H -3.808 1.239 -0.899
H -3.255 -1.147 -1.142
C 2.461 -1.188 4.489
C 2.470 -1.610 3.140
C 1.384 -1.258 2.307
C 0.375 -0.398 2.730
C 0.388 0.089 4.042
C 1.414 -0.338 4.898
S -0.809 -0.079 1.433
C 0.075 -1.105 0.326
N -0.309 -1.446 -0.958
C 0.696 -2.251 -1.663
C 1.386 -3.277 -0.794
C 2.090 -2.548 0.333
N 1.144 -1.687 0.975
H 3.223 -1.490 5.224
H 3.354 -2.171 2.837
H -0.418 0.766 4.369
H 1.396 0.004 5.929
H 0.133 -2.719 -2.463
H 1.432 -1.579 -2.124
H 0.636 -3.998 -0.396
H 2.153 -3.745 -1.426
H 2.470 -3.283 1.040
H 2.983 -1.973 0.035
```